Record 1
Computed, not measured: a molecular structure, C70H69BF9GaN3O3S, with the ωB97M-V functional and the def2-TZVPD basis.

Geometry (Å):
H1 -8.426 -2.946 2.050
C1 6.999 2.326 -3.749
H2 -3.415 -1.100 1.651
H3 0.066 -1.025 9.327
C2 11.163 -1.313 4.782
C3 -4.935 3.822 -6.957
C4 0.906 -0.465 7.429
H4 2.461 4.330 0.750
F1 -0.065 5.199 -1.664
C5 7.201 -2.270 0.145
H5 11.300 6.785 -6.130
H6 -4.875 6.476 -9.066
N1 -10.224 -5.389 0.807
H7 -3.935 -3.561 3.986
C6 5.807 2.188 -5.844
F2 9.139 3.486 -6.434
H8 -9.826 1.208 3.151
O1 -6.189 -2.284 7.391
C7 -4.931 5.442 -8.748
H9 -5.125 4.645 -10.734
H10 -11.033 -4.863 1.163
H11 -9.984 -5.120 -0.160
H12 -5.304 -2.069 7.753
C8 1.289 2.705 -0.029
H13 -8.930 -4.083 4.842
C9 -3.569 5.160 -3.809
C10 -5.076 4.416 -9.675
C11 9.732 -1.809 2.908
H14 9.118 -1.489 2.073
H15 15.516 6.285 -5.469
F3 4.237 0.836 6.852
C12 2.749 2.521 1.879
C13 7.208 0.099 -0.223
H16 4.978 1.618 -3.944
C14 7.807 -1.139 -0.392
H17 -7.834 -5.331 3.979
C15 -10.514 -5.325 -4.621
H18 10.250 0.181 3.532
H19 -13.689 -4.523 -5.506
H20 9.023 3.065 -3.877
H21 12.983 2.852 -5.722
C16 -6.944 -1.105 3.756
C17 13.425 6.696 -5.811
C18 -11.703 -5.331 -5.342
C19 -3.446 5.986 -2.696
H22 -4.741 -0.380 3.339
H23 -2.310 -3.954 0.669
H24 -5.276 2.294 -9.966
N2 0.221 -4.405 2.521
C20 11.315 -2.675 5.031
C21 -1.320 4.363 -3.475
H25 4.462 -0.813 1.528
C22 3.159 0.355 7.492
F4 -4.714 6.126 -6.504
C23 -5.846 -0.093 3.335
H26 0.852 3.282 -0.835
C24 -5.653 -4.816 6.816
H27 4.910 1.936 -6.399
H28 -5.503 -2.270 1.642
H29 -11.338 -3.092 -2.207
C25 1.360 -3.334 4.160
H30 3.457 2.971 2.568
C26 5.847 2.008 -4.463
C27 -2.508 4.346 -4.198
H31 -4.751 -5.081 6.148
H32 1.951 -3.178 5.113
H33 13.555 7.772 -5.844
C28 -12.636 -3.709 -3.817
H34 7.666 -3.243 0.026
C29 6.013 0.230 0.466
C30 2.192 3.284 0.857
C31 -5.158 3.095 -9.243
C32 -9.002 -5.126 1.619
C33 11.991 4.758 -5.939
C34 -4.859 5.134 -7.398
C35 -2.324 -2.811 0.628
C36 14.525 5.870 -5.607
C37 -1.211 5.186 -2.365
C38 10.370 -0.880 3.722
H35 -0.481 3.743 -3.767
C39 -4.844 -3.733 3.292
H36 -2.607 3.699 -5.063
Ga1 -6.537 -3.044 4.329
H37 4.108 0.433 9.409
H38 6.903 2.849 -7.582
H39 -13.460 -3.075 -3.508
H40 -9.302 -1.282 3.984
H41 -4.873 3.609 -5.896
H42 10.767 -4.668 4.407
F5 9.264 -4.058 2.386
O2 0.943 -2.346 3.227
H43 11.665 -0.589 5.415
H44 -5.433 -4.894 7.934
O3 -8.080 -5.976 1.517
H45 -10.020 -3.519 2.813
F6 7.796 1.194 -0.738
H46 -7.876 2.909 2.459
H47 0.013 -0.723 6.869
H48 -5.159 1.768 -7.549
H49 -5.042 -4.846 3.120
C40 13.093 3.930 -5.745
C41 -2.262 5.996 -1.966
H50 -4.615 -3.774 1.074
H51 -4.493 5.149 -4.375
C42 8.115 2.820 -4.416
C43 0.938 -0.636 8.811
C44 2.401 1.180 2.021
C45 -8.938 -3.843 2.569
C46 2.085 -0.310 9.530
C47 -4.629 -2.957 1.897
C48 6.919 2.694 -6.510
S1 -0.560 -2.236 0.720
H52 2.106 -0.440 10.606
H53 2.012 0.186 5.693
C49 -6.171 1.365 2.868
C50 12.159 6.140 -5.975
C51 -7.641 1.845 2.806
H54 -2.636 -2.282 2.839
N3 0.889 -4.623 3.699
C52 -11.450 -3.711 -3.089
C53 -8.419 -0.611 3.703
C54 -10.399 -4.517 -3.501
H55 8.739 -1.213 -0.940
H56 -4.272 6.623 -2.397
F7 -9.255 -4.515 -2.803
H57 11.004 4.327 -6.062
C55 2.021 0.039 6.767
C56 9.885 -3.161 3.168
H58 1.200 -0.437 1.243
H59 -5.331 2.078 2.531
C57 -5.091 2.797 -7.884
C58 -3.202 -2.218 1.838
B1 -6.105 -3.294 6.349
C59 0.945 1.372 0.125
C60 5.998 -2.152 0.835
C61 3.204 0.183 8.867
C62 10.667 -3.605 4.223
C63 -12.762 -4.521 -4.940
H60 5.567 1.211 0.587
H61 2.839 0.585 2.816
H62 -9.676 -5.943 -4.923
C64 5.401 -0.903 0.993
H63 -2.775 -2.483 -0.372
C65 0.231 -3.010 2.199
H64 -11.805 -5.966 -6.215
C66 -8.752 0.835 3.229
C67 14.348 4.495 -5.578
F8 15.410 3.697 -5.386
H65 -2.151 6.626 -1.091
H66 -6.503 -5.511 6.466
F9 0.069 0.815 -0.725
C68 -8.216 -4.246 3.949
H67 5.522 -3.034 1.250
H68 7.027 2.188 -2.674
C69 8.062 3.002 -5.789
H69 11.936 -3.011 5.854
C70 1.489 0.603 1.143

Summary:
**LUMO level**: 1.65 eV
**HOMO energy**: -4.18 eV
**Kohn-Sham gap**: 5.83 eV
**Energy above the lowest of the compared OMol25 structures with the same formula, charge and spin**: 678.75 kJ/mol
**Net charge**: -1

Results of the Mulliken charge analysis, in e, for atoms 1 through 2:
1 H 0.174
2 C -0.244



Record 2
Computed, not measured: 2 unconnected molecules or ions with the total composition C10H13IOS, with the ωB97M-V functional and the def2-TZVPD basis.

Geometry (Å):
H1 0.959 -2.183 1.325
H2 -0.218 3.938 -1.729
H3 0.103 2.274 -0.322
C1 -0.692 -2.281 -1.627
C2 -2.022 1.251 -0.425
H4 2.038 -0.320 -0.294
H5 -0.514 2.462 -2.564
H6 -2.197 -3.788 -2.054
C3 -1.860 0.654 0.888
H7 -2.074 0.686 -1.365
H8 -3.014 1.684 -0.228
S1 1.237 -0.444 -1.337
H9 -1.268 3.274 0.325
H10 -0.502 -4.238 1.622
C4 -1.195 -4.206 -0.278
C5 -0.964 2.564 -0.485
I1 -3.221 -1.092 1.237
C6 -0.339 -3.733 0.656
H11 -1.766 3.649 -2.310
H12 -0.929 -1.744 -2.491
C7 0.389 -2.569 0.495
C8 -0.925 3.168 -1.857
C9 -1.407 -3.472 -1.412
O1 -1.245 0.989 1.847
C10 0.320 -1.946 -0.722
H13 -1.353 -5.220 -0.330

Summary:
**LUMO level**: 0.58 eV
**HOMO energy**: -8.68 eV
**Kohn-Sham gap**: 9.26 eV
**SMILES string**: CCCC(=O)I.Sc1ccccc1
**Energy above the lowest of the compared OMol25 structures with the same formula, charge and spin**: 71.64 kJ/mol

Results of the Mulliken charge analysis, in e, for atoms 1 through 2:
1 H 0.358
2 H 0.392



Record 3
Computed, not measured: a gas-phase ion, C3H8FN2 (charge +1), with the ωB97M-V functional and the def2-TZVPD basis.

Geometry (Å):
C1 0.390 -0.976 0.514
H1 0.530 -1.601 1.424
H2 -1.498 -1.458 -0.148
H3 -1.282 0.005 -1.724
N1 1.312 1.269 -0.221
H4 -1.955 1.152 -0.578
C2 1.544 0.375 0.536
H5 -0.407 1.248 -0.601
F1 0.837 -1.658 -0.640
H6 2.025 1.957 -0.472
C3 -1.105 -0.569 0.283
H7 2.426 0.128 1.068
H8 -1.607 -0.383 1.303
N2 -1.211 0.512 -0.745

Summary:
**LUMO level**: -3.47 eV
**HOMO energy**: -14.38 eV
**Kohn-Sham gap**: 10.91 eV
**SMILES string**: [H]/N=C/[C@H](F)C[NH3+]
**Energy above the lowest of the compared OMol25 structures with the same formula, charge and spin**: 234.26 kJ/mol
**Net charge**: +1

Results of the Mulliken charge analysis, in e, for atoms 1 through 2:
1 C 0.011
2 H 0.374



Record 4
Computed, not measured: C15H18N2O2S in the gas phase, with the ωB97M-V functional and the def2-TZVPD basis.

Geometry (Å):
C1 -1.097 3.441 -2.689
O1 -2.374 -0.791 -0.319
C2 1.383 -4.189 2.024
O2 -1.729 -0.946 -2.691
C3 2.122 0.374 -0.234
H1 0.483 -1.168 -1.754
C4 1.058 -1.704 0.792
H2 -0.635 -4.569 1.418
C5 -0.986 2.068 -2.548
H3 3.081 -1.340 1.429
H4 -0.353 1.479 -3.193
H5 -0.924 -2.380 0.349
H6 1.876 1.252 -0.828
C6 0.019 -2.631 0.809
C7 -1.713 1.431 -1.562
H7 -0.114 1.527 0.669
H8 -1.010 0.088 1.193
N1 0.519 0.673 2.439
C8 0.821 -0.353 0.135
H9 3.357 -3.510 2.497
C9 -2.554 2.130 -0.720
H10 2.663 0.699 0.650
C10 -2.664 3.504 -0.863
N2 0.076 -0.512 -1.109
H11 -3.105 1.587 0.031
C11 -0.016 0.528 1.105
H12 0.583 -0.232 2.893
C12 2.417 -3.270 2.022
H13 -3.317 4.063 -0.211
H14 1.512 -5.150 2.498
H15 -0.536 3.954 -3.455
C13 2.257 -2.037 1.413
H16 1.448 1.080 2.419
H17 2.767 -0.275 -0.823
C14 0.182 -3.863 1.417
H18 -2.020 5.226 -1.956
C15 -1.934 4.156 -1.845
S1 -1.545 -0.341 -1.404

Summary:
**LUMO level**: 0.60 eV
**HOMO energy**: -9.23 eV
**Kohn-Sham gap**: 9.83 eV
**SMILES string**: C[C@@](CN)(NS(=O)(=O)c1ccccc1)c1ccccc1
**Energy above the lowest of the compared OMol25 structures with the same formula, charge and spin**: 147.35 kJ/mol

Results of the Mulliken charge analysis, in e, for atoms 1 through 2:
1 C -0.675
2 O -0.679



Record 5
Computed, not measured: 2 unconnected molecules or ions with the total composition C5H10O2, with the ωB97M-V functional and the def2-TZVPD basis.

Geometry (Å):
H1 -0.097 1.236 0.895
O1 2.468 0.078 -0.709
H2 1.786 -0.489 1.186
H3 -2.525 0.811 0.501
C1 -2.069 1.667 -0.011
C2 -0.388 -1.782 0.423
C3 0.674 -1.519 -0.331
H4 -1.274 -2.267 0.020
H5 -0.402 -1.545 1.488
H6 1.763 0.723 -0.895
H7 2.723 -1.663 0.257
H8 -2.303 2.564 0.570
O2 0.075 1.596 -1.082
C4 -0.583 1.483 -0.069
H9 0.671 -1.765 -1.394
H10 -2.468 1.763 -1.020
C5 1.949 -0.890 0.169

Summary:
**LUMO level**: 0.90 eV
**HOMO energy**: -9.77 eV
**Kohn-Sham gap**: 10.67 eV
**SMILES string**: C=CCO.CC=O
**Energy above the lowest of the compared OMol25 structures with the same formula, charge and spin**: 214.81 kJ/mol

Results of the Mulliken charge analysis, in e, for atoms 1 through 2:
1 H 0.321
2 O -0.546



Please write out number 4 again, unchanged.
Computed, not measured: C15H18N2O2S in the gas phase, with the ωB97M-V functional and the def2-TZVPD basis.

Geometry (Å):
C1 -1.097 3.441 -2.689
O1 -2.374 -0.791 -0.319
C2 1.383 -4.189 2.024
O2 -1.729 -0.946 -2.691
C3 2.122 0.374 -0.234
H1 0.483 -1.168 -1.754
C4 1.058 -1.704 0.792
H2 -0.635 -4.569 1.418
C5 -0.986 2.068 -2.548
H3 3.081 -1.340 1.429
H4 -0.353 1.479 -3.193
H5 -0.924 -2.380 0.349
H6 1.876 1.252 -0.828
C6 0.019 -2.631 0.809
C7 -1.713 1.431 -1.562
H7 -0.114 1.527 0.669
H8 -1.010 0.088 1.193
N1 0.519 0.673 2.439
C8 0.821 -0.353 0.135
H9 3.357 -3.510 2.497
C9 -2.554 2.130 -0.720
H10 2.663 0.699 0.650
C10 -2.664 3.504 -0.863
N2 0.076 -0.512 -1.109
H11 -3.105 1.587 0.031
C11 -0.016 0.528 1.105
H12 0.583 -0.232 2.893
C12 2.417 -3.270 2.022
H13 -3.317 4.063 -0.211
H14 1.512 -5.150 2.498
H15 -0.536 3.954 -3.455
C13 2.257 -2.037 1.413
H16 1.448 1.080 2.419
H17 2.767 -0.275 -0.823
C14 0.182 -3.863 1.417
H18 -2.020 5.226 -1.956
C15 -1.934 4.156 -1.845
S1 -1.545 -0.341 -1.404

Summary:
**LUMO level**: 0.60 eV
**HOMO energy**: -9.23 eV
**Kohn-Sham gap**: 9.83 eV
**SMILES string**: C[C@@](CN)(NS(=O)(=O)c1ccccc1)c1ccccc1
**Energy above the lowest of the compared OMol25 structures with the same formula, charge and spin**: 147.35 kJ/mol

Results of the Mulliken charge analysis, in e, for atoms 1 through 2:
1 C -0.675
2 O -0.679



> Which value of LUMO level does entry 5 give?

0.90 eV